Formula: C24H19AgN4O8P2S5
Source: the Open Molecules 2025 dataset
Level of theory: ωB97M-V/def2-TZVPD

Element x y z (Å)
Ag: 3.638 -0.958 0.032
C: -10.704 0.258 0.112
O: -9.944 -0.934 0.117
C: -8.592 -0.806 0.121
C: -7.921 0.406 0.123
C: -6.528 0.419 0.127
C: -5.793 -0.753 0.129
C: -6.488 -1.964 0.126
C: -7.866 -1.993 0.122
C: -4.322 -0.771 0.131
N: -3.587 -1.853 0.127
C: -2.282 -1.409 0.129
C: -2.236 -0.044 0.135
N: -3.552 0.357 0.136
C: -1.024 0.717 0.146
C: -0.960 2.116 0.161
C: 0.266 2.723 0.184
C: 1.413 1.915 0.190
N: 1.376 0.600 0.166
C: 0.178 -0.011 0.147
C: 0.152 -1.484 0.131
N: 1.333 -2.121 0.122
C: 1.351 -3.442 0.122
C: 0.177 -4.212 0.126
C: -1.037 -3.579 0.125
C: -1.067 -2.179 0.128
H: -11.748 -0.045 0.108
H: -10.502 0.858 -0.778
H: -10.510 0.862 1.002
H: -8.458 1.344 0.120
H: -6.029 1.382 0.128
H: -5.913 -2.881 0.127
H: -8.404 -2.933 0.118
H: -3.878 1.304 0.143
H: -1.871 2.708 0.156
H: 0.373 3.800 0.195
H: 2.412 2.344 0.210
H: 2.347 -3.886 0.120
H: 0.246 -5.293 0.125
H: -1.974 -4.125 0.122
O: 4.922 -0.874 -2.120
P: 6.284 -1.282 -1.277
O: 7.461 -0.827 -2.053
O: 6.039 -0.828 0.141
O: 6.189 -2.902 -1.291
P: 5.588 -3.779 -0.018
O: 6.568 -3.326 1.183
O: 5.765 -5.217 -0.317
O: 4.204 -3.238 0.272
H: 5.182 -0.765 -3.044
H: 6.517 -2.341 1.206
C: 8.088 2.702 0.273
S: 7.354 3.805 1.510
C: 5.939 4.420 0.684
C: 4.924 3.674 0.150
S: 4.792 1.983 0.031
S: 3.676 4.731 -0.570
C: 4.311 6.284 -0.201
S: 3.553 7.723 -0.581
S: 5.822 6.163 0.575
H: 9.059 2.409 0.679
H: 8.226 3.232 -0.669
H: 7.464 1.820 0.127

As for the calculated total energy: -124301.361 eV. The energy above the lowest of the compared OMol25 structures with the same formula, charge and spin comes out at 43.9 kJ/mol. The charge is -2.

---

Formula: C24H19BrCl2N5OS2Ti
Source: the Open Molecules 2025 dataset
Level of theory: ωB97M-V/def2-TZVPD

Element x y z (Å)
Ti: -1.092 -0.511 -0.884
C: 0.623 -4.241 0.435
C: -0.285 -3.144 -0.035
N: 0.016 -1.854 0.042
N: 1.089 -1.389 0.701
C: 1.039 -0.070 0.723
O: 0.048 0.556 0.183
C: 2.100 0.704 1.364
C: 3.316 0.128 1.735
C: 4.316 0.914 2.271
C: 4.121 2.275 2.454
C: 2.912 2.852 2.099
C: 1.910 2.075 1.555
C: -1.606 -3.362 -0.497
C: -2.219 -4.618 -0.712
C: -3.549 -4.668 -1.034
C: -4.276 -3.472 -1.132
C: -3.607 -2.277 -0.979
N: -2.313 -2.207 -0.687
H: 1.385 -3.818 1.084
H: 1.113 -4.726 -0.410
H: 0.062 -4.998 0.980
H: 3.462 -0.927 1.573
H: 5.264 0.469 2.539
H: 4.912 2.884 2.870
H: 2.759 3.914 2.236
H: 0.967 2.516 1.262
H: -1.625 -5.516 -0.649
H: -4.037 -5.614 -1.227
H: -5.326 -3.483 -1.373
H: -4.117 -1.329 -1.134
Cl: -1.148 1.914 -1.892
C: 0.452 2.326 -2.394
C: 0.710 3.641 -2.733
C: 1.995 4.039 -3.061
C: 3.030 3.116 -2.999
C: 2.758 1.804 -2.687
Cl: 4.060 0.677 -2.604
C: 1.455 1.336 -2.424
S: 1.180 -0.344 -2.234
H: -0.105 4.348 -2.739
H: 2.197 5.059 -3.347
H: 4.049 3.411 -3.192
Br: -1.909 -0.926 -3.271
S: -4.116 1.520 -0.657
C: -3.054 1.220 0.587
N: -2.892 2.193 1.543
C: -2.143 1.981 2.688
C: -1.633 0.721 2.885
C: -1.834 -0.243 1.908
N: -2.431 0.040 0.705
H: -3.368 3.067 1.384
H: -2.038 2.809 3.367
H: -1.081 0.487 3.780
H: -1.493 -1.261 2.032

As for the calculated total energy: -174572.377 eV. The energy above the lowest of the compared OMol25 structures with the same formula, charge and spin comes out at 122.4 kJ/mol. The multiplicity is 3. The charge is -1.

---

Formula: C24H19BrLiN5O4S
Source: the Open Molecules 2025 dataset
Level of theory: ωB97M-V/def2-TZVPD

Element x y z (Å)
Li: 0.216 -0.087 -0.460
O: -0.284 -1.452 0.755
C: -1.110 -1.527 1.711
C: -1.316 -2.762 2.396
C: -2.158 -2.896 3.472
C: -2.894 -1.809 3.933
C: -2.780 -0.605 3.265
C: -1.918 -0.429 2.185
C: -1.924 0.831 1.501
N: -1.068 1.127 0.603
N: -1.141 2.309 -0.039
C: -0.706 2.256 -1.280
O: -0.432 1.224 -1.945
C: -0.572 3.598 -1.911
C: -0.772 4.781 -1.200
C: -0.495 6.003 -1.777
C: -0.019 6.071 -3.080
C: 0.154 4.903 -3.807
C: -0.118 3.682 -3.226
H: -0.760 -3.620 2.040
H: -2.255 -3.861 3.964
H: -3.549 -1.910 4.791
H: -3.375 0.247 3.590
H: -2.749 1.530 1.736
H: -1.138 4.714 -0.187
H: -0.621 6.910 -1.196
H: 0.216 7.030 -3.527
H: 0.528 4.950 -4.824
H: 0.020 2.756 -3.764
Br: 1.296 1.728 3.431
C: 2.550 0.590 2.574
C: 3.524 -0.017 3.353
C: 4.464 -0.785 2.683
C: 4.370 -0.906 1.309
C: 3.320 -0.274 0.641
N: 2.437 0.479 1.282
C: 3.113 -0.522 -0.876
O: 4.139 -0.805 -1.511
O: 1.939 -0.470 -1.253
H: 3.532 0.099 4.427
H: 5.260 -1.272 3.234
H: 5.076 -1.479 0.725
C: -0.453 -0.628 -4.420
N: 0.258 -1.699 -3.788
C: 1.618 -1.863 -3.758
C: 1.908 -2.780 -2.816
N: 0.715 -3.193 -2.265
C: -0.301 -2.497 -2.847
S: -1.914 -2.823 -2.696
H: 0.072 -0.335 -5.328
H: -0.519 0.215 -3.722
H: -1.458 -0.985 -4.649
H: 2.260 -1.292 -4.394
H: 2.854 -3.165 -2.498
H: 0.609 -3.603 -1.352

As for the calculated total energy: -121923.791 eV. The energy above the lowest of the compared OMol25 structures with the same formula, charge and spin comes out at 55.6 kJ/mol. The charge is -2.

---

Formula: C24H19BrN2O3
Source: the Open Molecules 2025 dataset
Level of theory: ωB97M-V/def2-TZVPD

Element x y z (Å)
O: -4.262 -0.815 0.938
C: -3.309 -0.496 1.667
O: -3.402 0.328 2.730
C: -1.976 -1.263 1.443
C: -0.973 -0.384 0.684
C: -1.081 -0.070 -0.628
N: -2.240 -0.486 -1.297
C: -2.335 -0.706 -2.664
C: -3.596 -0.490 -3.257
C: -3.796 -0.634 -4.650
C: -2.715 -1.020 -5.442
C: -1.445 -1.258 -4.858
C: -1.269 -1.133 -3.481
C: 0.082 0.781 -0.977
O: 0.222 1.306 -2.058
N: 0.893 0.959 0.158
C: 1.812 2.037 0.378
C: 2.516 2.127 1.618
C: 3.373 3.223 1.941
C: 3.620 4.193 0.973
C: 2.945 4.081 -0.258
C: 2.063 3.055 -0.495
C: 0.269 0.212 1.275
C: 1.152 -0.869 1.818
C: 1.875 -1.767 1.008
C: 2.672 -2.789 1.532
C: 2.741 -2.938 2.954
Br: 3.995 -4.136 3.755
C: 1.933 -2.151 3.771
C: 1.162 -1.137 3.210
H: -4.311 0.681 2.704
H: -1.523 -1.501 2.412
H: -2.110 -2.208 0.922
H: -3.089 -0.576 -0.749
H: -4.400 -0.173 -2.661
H: -4.793 -0.415 -5.002
H: -2.794 -1.184 -6.524
H: -0.574 -1.530 -5.474
H: -0.300 -1.348 -3.060
H: 2.410 1.339 2.371
H: 3.785 3.242 2.945
H: 4.339 4.995 1.136
H: 3.116 4.819 -1.051
H: 1.590 3.008 -1.488
H: 0.055 0.932 2.083
H: 1.824 -1.638 -0.076
H: 3.249 -3.454 0.920
H: 1.963 -2.241 4.861
H: 0.636 -0.508 3.945

As for the SMILES: O=C(O)CC1=C(Nc2ccccc2)C(=O)N(c2ccccc2)[C@@H]1c1ccc(Br)cc1. As for the calculated total energy: -104361.801 eV. The energy above the lowest of the compared OMol25 structures with the same formula, charge and spin comes out at 62.4 kJ/mol. The charge is 0.